[1]
DFT (ωB97M-V with the def2-TZVPD basis set) results for a 16-piece molecular cluster, C18H38Cl30FN2O4S2 overall.

The geometry in ORCA input format:
```
! wB97M-V def2-TZVPD RIJCOSX def2/J DEFGRID3
* xyz -1 1
N 2.32175 2.40510 3.53489
C 2.09728 2.56658 2.01953
C 1.91573 4.15091 1.65243
C 0.39626 4.74266 1.79797
S -0.62266 4.02976 3.19245
O -2.02706 4.74919 3.15947
O -0.03025 4.37382 4.61451
N -0.94863 2.32204 3.10091
S -2.00863 1.89916 1.78330
O -1.37645 0.62177 1.10527
O -2.12196 2.95411 0.65772
F -3.54661 1.40890 2.37895
H 3.34300 2.14928 3.64565
H 1.81830 1.52610 3.85226
H 3.06939 2.10764 1.51380
H 1.20150 1.88980 1.62671
H 2.20747 4.26367 0.50022
H 2.74295 4.77894 2.23788
H -0.20910 4.72318 0.77074
H 0.52087 5.90581 2.03835
C 5.66886 -0.18570 3.82283
Cl 5.61099 1.58108 3.82617
Cl 4.17088 -0.87006 3.18065
H 6.50522 -0.51310 3.20024
H 5.81102 -0.53892 4.84705
C 0.44878 -1.31007 4.93578
Cl -0.53267 -1.01103 3.49626
Cl 1.49275 0.07117 5.29216
H -0.21310 -1.48496 5.78761
H 1.07120 -2.19182 4.76512
C 1.56430 7.96011 4.62406
Cl 3.32860 8.03976 4.70020
Cl 1.00001 7.94202 2.94897
H 1.22749 7.04796 5.12287
H 1.14657 8.83344 5.13082
C -1.13570 0.37440 -2.40451
Cl 0.62860 0.45405 -2.32837
Cl -1.69999 0.35631 -4.07960
H -1.47251 -0.53776 -1.90570
H -1.55343 1.24772 -1.89775
C -2.57173 -2.77779 -5.90592
Cl -2.65770 -4.07773 -4.71107
Cl -2.14692 -3.40780 -7.50195
H -3.54506 -2.28449 -5.96562
H -1.81162 -2.05747 -5.59387
C -6.63114 2.49858 3.77842
Cl -6.68901 4.26537 3.78177
Cl -8.12912 1.81422 3.13625
H -5.79478 2.17119 3.15584
H -6.48898 2.14536 4.80264
C 6.97850 0.62003 -0.03918
Cl 8.33292 0.14527 0.99283
Cl 5.52113 0.91136 0.91784
H 7.24237 1.53610 -0.57346
H 6.77950 -0.18060 -0.75568
C -0.25424 -6.31394 -7.25267
Cl -0.34021 -7.61388 -6.05782
Cl 0.17057 -6.94395 -8.84871
H -1.22757 -5.82064 -7.31237
H 0.50587 -5.59362 -6.94062
C 8.59430 3.76838 5.60776
Cl 8.52503 2.33895 4.57006
Cl 7.00080 4.51678 5.76692
H 8.94884 3.47219 6.59815
H 9.28544 4.49268 5.16991
C -6.31821 -1.80213 -3.89261
Cl -4.55391 -1.72249 -3.81647
Cl -6.88251 -1.82022 -5.56770
H -6.65502 -2.71429 -3.39380
H -6.73594 -0.92881 -3.38585
C -8.79416 -5.11390 -6.02098
Cl -9.10069 -4.83315 -4.30281
Cl -10.30585 -5.17526 -6.93516
H -8.17606 -4.30076 -6.40961
H -8.26882 -6.06488 -6.13787
C -3.79038 -7.73468 -8.21058
Cl -3.84826 -5.96790 -8.20724
Cl -5.28836 -8.41905 -8.85275
H -2.95403 -8.06208 -8.83316
H -3.64823 -8.08790 -7.18636
C 3.40729 -6.75756 -5.46444
Cl 2.33938 -5.34929 -5.42931
Cl 2.95079 -7.86996 -6.76015
H 4.43401 -6.42146 -5.62928
H 3.33927 -7.27958 -4.50691
C 11.38954 2.12205 1.19297
Cl 10.40809 2.42109 -0.24655
Cl 12.43351 3.50329 1.54934
H 10.72766 1.94716 2.04479
H 12.01195 1.24031 1.02230
C -9.90095 1.81479 6.73069
Cl -9.00277 2.33859 8.16030
Cl -10.86508 0.37437 7.07756
H -10.56715 2.62109 6.41390
H -9.19331 1.58506 5.93039
*
```

Calculated total energy (Eh): -15820.94794
HOMO-LUMO gap (eV): 7.7058
Max |F| (eV/Å): 7.85
Energy relative to the best compared isomer or geometry (same formula, charge and spin) (kJ/mol): 598.4


[2]
DFT (ωB97M-V with the def2-TZVPD basis set) results for C18H38InN2O2 as an isolated structure.

The geometry in ORCA input format:
```
! wB97M-V def2-TZVPD RIJCOSX def2/J DEFGRID3
* xyz 3 1
In -1.96099 0.82764 0.51911
C 2.06594 3.59789 -0.38034
C 1.49170 2.11574 -0.40715
C 2.65646 1.07669 -0.29599
C 3.27510 0.99037 1.13265
C 2.14432 0.74246 2.19385
C 0.97944 1.73409 2.08150
N 0.46441 1.79207 0.67266
O -0.72440 2.58474 0.48186
C -0.11553 1.14130 3.09722
C 1.31145 3.13110 2.59765
C 0.86750 1.85417 -1.74149
H 2.41859 3.88914 -1.36974
H 2.89328 3.80470 0.29851
H 1.24699 4.25521 -0.08814
H 2.30745 0.07877 -0.56137
H 3.45485 1.36304 -0.98058
H 3.86670 1.88321 1.33500
H 4.01997 0.19567 1.09128
H 2.60187 0.86892 3.17504
H 1.97075 -0.33219 2.13815
H -1.10251 1.59989 3.03677
H -0.23713 0.09432 2.81946
H 0.04325 1.13885 4.17559
H 2.36158 3.42083 2.63478
H 0.72002 3.91163 2.11904
H 1.07010 3.26615 3.65197
H 1.57022 1.90836 -2.57296
H 0.09153 2.59833 -1.92089
H 0.49796 0.82951 -1.70155
H -0.43355 3.47771 0.28286
C -1.95186 -2.46861 -2.94714
C -2.37663 -1.60954 -1.71861
C -3.21415 -2.50514 -0.73792
C -2.31348 -3.48927 0.00364
C -1.16242 -2.80439 0.75735
C -0.32491 -1.84831 -0.16096
N -1.30038 -0.97577 -0.88931
O -0.50025 -0.14707 -1.69432
C 0.51752 -0.98290 0.83001
C 0.60740 -2.70643 -0.96526
C -3.32283 -0.50524 -2.15133
H -1.07976 -2.02861 -3.43081
H -2.68641 -2.48243 -3.75234
H -1.86294 -3.53059 -2.71828
H -3.68501 -1.82909 -0.02423
H -3.98146 -3.01717 -1.31858
H -1.91876 -4.24611 -0.67421
H -2.89735 -4.07963 0.70980
H -0.51072 -3.60255 1.11275
H -1.68108 -2.25171 1.54071
H 0.85591 -1.52538 1.71279
H 1.41282 -0.46902 0.48005
H -0.02956 -0.17415 1.31448
H 1.24905 -3.38166 -0.39917
H 0.02518 -3.43062 -1.53505
H 1.28456 -2.13373 -1.59896
H -3.86228 -0.06003 -1.31532
H -4.08937 -1.01232 -2.73731
H -2.92334 0.20077 -2.87940
H -0.09477 -0.74364 -2.32779
*
```

Calculated total energy (Eh): -1157.34187
HOMO-LUMO gap (eV): 4.0258
Max |F| (eV/Å): 4.52
Energy relative to the best compared isomer or geometry (same formula, charge and spin) (kJ/mol): 369.5


[3]
DFT (ωB97M-V with the def2-TZVPD basis set) results for a 6-piece molecular cluster, C18H39F2NO13 overall.

The geometry in ORCA input format:
```
! wB97M-V def2-TZVPD RIJCOSX def2/J DEFGRID3
* xyz 0 1
N 2.73042 -0.52367 -2.88139
H 3.48875 -0.62842 -3.65010
H 1.67733 -0.63479 -3.03567
H 2.96951 0.36451 -2.52534
H 2.78186 -1.20758 -2.17317
O 0.32531 0.39291 -1.20171
H -0.35295 0.13147 -0.51594
C -2.28881 -0.72182 -2.86834
C -2.20333 0.65902 -3.56325
O -3.12334 1.43776 -2.94546
C -3.91318 0.64335 -2.08664
O -4.87859 1.00715 -1.36561
O -3.45428 -0.57838 -2.15132
F -2.26735 0.62057 -4.94173
H -1.58428 -0.98849 -2.21864
H -2.50355 -1.58693 -3.43898
H -1.34955 0.99131 -3.33743
C 1.67938 3.40534 -0.61919
C 1.25263 2.93570 0.72023
O 0.49102 4.10392 1.26221
C 0.83262 5.17629 0.48030
O 0.29331 6.26815 0.62222
O 1.58310 4.83039 -0.57549
F 2.39314 2.63129 1.45446
H 1.19940 3.17612 -1.56790
H 2.70524 3.12167 -0.81381
H 0.72955 1.96681 0.58785
C -1.85579 -1.49652 1.60457
O -2.64085 -1.72096 2.71338
C -2.65423 -3.14628 2.99067
C -3.60238 -3.46314 4.17090
O -4.66435 -2.71899 3.88914
C -5.77646 -2.86351 4.80456
C -6.83445 -1.90258 4.36717
O -6.43748 -0.53172 4.59818
C -7.56704 0.27684 4.93773
H -0.94042 -1.68153 1.67842
H -1.73317 -0.41999 1.32811
H -2.28679 -1.93402 0.78857
H -1.77898 -3.66695 3.23300
H -3.26791 -3.56441 2.11421
H -3.01776 -3.24122 4.99718
H -3.79075 -4.63974 4.39283
H -5.55703 -2.53978 5.93002
H -6.24285 -3.89111 4.74938
H -7.74921 -2.41675 4.80605
H -7.03690 -2.06145 3.19132
H -8.42246 0.13819 4.18672
H -7.20832 1.45088 5.03969
H -7.81200 -0.16337 5.92983
C 2.64337 -1.57734 1.02195
O 4.01199 -1.05575 0.50590
C 4.00751 0.38939 0.42877
C 5.26153 0.90516 -0.40797
O 5.26179 0.65607 -1.64779
C 6.33370 1.00647 -2.40493
C 5.91421 1.26693 -3.77022
O 5.39071 0.12655 -4.50993
C 4.86622 0.50390 -5.84555
H 2.53309 -1.62649 2.12904
H 2.41417 -2.39670 0.51707
H 1.96104 -0.73187 0.87018
H 4.19628 0.70829 1.44342
H 3.15376 0.65500 -0.01197
H 6.07687 0.59969 0.10874
H 5.47674 2.05843 -0.35218
H 6.81348 0.06764 -2.38965
H 6.96110 1.87297 -1.92106
H 6.88517 1.43534 -4.32816
H 5.12176 2.23573 -3.95571
H 5.69961 1.10820 -6.37191
H 4.17831 1.35573 -5.74061
H 4.50182 -0.35892 -6.45922
*
```

Calculated total energy (Eh): -1941.38271
HOMO-LUMO gap (eV): 7.7262
Max |F| (eV/Å): 8.45
Energy relative to the best compared isomer or geometry (same formula, charge and spin) (kJ/mol): 49.4


[4]
DFT (ωB97M-V with the def2-TZVPD basis set) results for C18H39I3N4OPS as an isolated structure.

The geometry in ORCA input format:
```
! wB97M-V def2-TZVPD RIJCOSX def2/J DEFGRID3
* xyz 1 1
C 4.48589 -1.44998 0.52736
C 3.67538 -1.75326 -0.72178
O 2.27886 -1.89142 -0.44400
C 1.59342 -0.68789 -0.51501
C 0.18222 -0.83907 0.06848
P 0.48432 -2.00389 1.55083
S -0.87663 -2.29355 2.89647
C -0.90503 -1.59590 -0.80786
C -0.46093 -2.02068 -2.23976
I 0.49263 -3.98630 -2.11675
C -1.47723 -2.08947 -3.37914
C -0.81585 -2.44817 -4.72423
I -3.09118 -3.46216 -3.02417
C -2.24722 -0.80559 -0.56500
C -3.04783 -0.35407 -1.78661
I -3.67574 -2.05346 0.50848
C -1.87084 0.50420 0.15639
C -2.81527 1.16979 1.15460
C -3.14090 0.59011 2.53956
N -4.59084 0.35678 2.67886
N -0.33931 0.56636 0.42413
C 0.01940 0.88766 1.85403
C -0.12254 2.32209 2.35025
N 0.72719 2.45854 3.54268
C 0.10363 1.68013 -0.54023
C 1.52463 2.29096 -0.61718
C 2.41548 2.59711 0.59031
N 3.75300 3.04924 0.18009
H 3.86742 -0.93576 1.26144
H 4.85332 -2.36293 0.98073
H 5.33000 -0.80769 0.29824
H 3.98085 -2.69342 -1.16705
H 3.81143 -0.97577 -1.47476
H 1.56108 -0.31962 -1.53918
H 2.11255 0.04994 0.09306
H 0.80263 -3.17538 0.88514
H 1.68929 -1.53029 2.07877
H -1.08299 -2.53598 -0.29692
H 0.32362 -1.37762 -2.61856
H -1.92648 -1.11743 -3.51574
H -1.27399 -1.84475 -5.50473
H 0.24430 -2.20982 -4.71639
H -0.96451 -3.48072 -5.00532
H -3.80243 0.36473 -1.48350
H -3.55505 -1.17135 -2.28378
H -2.39222 0.13252 -2.50906
H -1.98238 1.19323 -0.67111
H -3.76328 1.25518 0.62762
H -2.46385 2.19376 1.25410
H -2.86865 1.32572 3.29263
H -2.57884 -0.30755 2.76949
H -4.76982 -0.62892 2.81484
H -4.92117 0.79988 3.52540
H -0.55615 0.23770 2.50014
H 1.05650 0.59579 1.97762
H 0.10883 3.07279 1.59780
H -1.13448 2.48336 2.68798
H 0.96136 3.43319 3.68158
H 1.61914 1.99738 3.40097
H -0.58459 2.48728 -0.32667
H -0.11849 1.28785 -1.52791
H 2.12350 1.72096 -1.31743
H 1.36075 3.24526 -1.11890
H 1.98122 3.40479 1.17220
H 2.56618 1.74566 1.24248
H 3.73665 3.44511 -0.75089
H 4.39000 2.26483 0.14483
*
```

Calculated total energy (Eh): -2635.78517
HOMO-LUMO gap (eV): 8.4731
Max |F| (eV/Å): 1.12
Energy relative to the best compared isomer or geometry (same formula, charge and spin) (kJ/mol): 0.0